No. 1
{
  "formula": "C25H75N15O10",
  "method": "wB97M-V/def2-TZVPD",
  "homo_lumo_gap_ev": 9.40,
  "smiles": "COC[C@H](C)N.COC[C@H](C)N.COC[C@H](C)N.COC[C@H](C)N.COC[C@H](C)N.NC(N)=O.NC(N)=O.NC(N)=O.NC(N)=O.NC(N)=O",
  "total_energy_ha": -2571.30693,
  "homo_energy_ha": -0.335,
  "species": ["H", "N", "C", "C", "H", "O", "H", "H", "H", "O", "C", "H", "H", "H", "N", "H", "H", "H", "H", "H", "C", "N", "H", "H", "C", "C", "H", "H", "H", "O", "H", "H", "H", "H", "C", "H", "H", "N", "H", "C", "H", "C", "O", "N", "H", "N", "H", "H", "H", "H", "C", "H", "N", "H", "H", "H", "H", "H", "C", "C", "H", "H", "C", "C", "N", "N", "H", "H", "N", "H", "H", "H", "C", "C", "C", "H", "H", "H", "H", "H", "H", "H", "C", "O", "C", "H", "H", "C", "H", "N", "C", "N", "H", "C", "H", "O", "N", "C", "H", "O", "H", "H", "H", "H", "H", "C", "H", "O", "H", "H", "H", "O", "H", "N", "H", "H", "H", "H", "H", "H", "O", "H", "H", "C", "N"],
  "coordinates": [[-1.11327, 4.40765, -1.88887], [-6.54457, 1.84765, 2.04853], [3.28468, 3.76637, -4.56330], [1.58788, -5.60120, -1.10595], [0.67317, -1.09099, -2.28300], [4.20129, 4.65378, -5.14328], [-1.46825, 6.06515, 3.81425], [0.45972, -5.87839, 1.98492], [-1.00545, -5.64261, -4.11731], [1.04688, -2.19060, -3.99585], [0.13019, 6.08068, 2.50506], [-1.76779, 0.13710, 0.25933], [2.09875, -2.24503, -2.19362], [3.57524, 0.94661, -2.53174], [-0.11763, 2.06241, 0.62955], [-0.35451, 7.10822, -3.79204], [-1.61613, -0.71727, 3.79228], [3.37254, 5.03156, -1.68607], [1.49201, -4.12739, -3.28015], [-2.59331, -2.22343, 2.28858], [-5.23260, 1.21146, 1.74767], [-0.10377, -5.69348, -4.57780], [5.65118, 3.72670, -3.48023], [2.38114, -5.03816, -1.60267], [0.32800, -4.37190, -4.99963], [0.98638, 0.60376, 2.24246], [0.54978, -6.03138, -3.87710], [-0.98079, -4.40029, -6.78441], [1.81131, 5.45431, -0.99335], [-0.38205, -2.24558, 6.28011], [-4.58722, 3.19364, 1.09368], [0.75378, 0.11759, 0.24055], [2.48770, -5.83487, 0.79711], [-6.60528, -2.26063, 3.98195], [1.61873, -5.31176, 0.38444], [-4.90151, 0.67679, 3.78077], [-0.10686, -3.51141, -3.00010], [-0.73300, 6.47465, -3.11359], [-1.51533, 5.88929, -3.32598], [3.24179, -2.07943, 0.70408], [-4.09577, 2.79809, 2.77056], [-0.75830, -3.78907, -5.91192], [-3.36531, -7.13422, 4.66046], [-1.54309, -1.01103, 4.74860], [-7.19986, 1.09977, 2.24179], [-1.48931, -6.09510, 3.98792], [-1.82239, 0.11394, 1.99052], [1.13487, -4.41518, -5.73550], [-1.85858, -3.37451, 1.23375], [-1.72710, -3.65597, -5.41770], [0.69627, -3.54188, -3.74790], [4.54274, 2.03992, -4.66211], [-0.55602, 5.04868, -1.36764], [2.45566, 2.19296, -2.35836], [-3.24740, 2.15441, 1.38279], [2.52637, -1.61527, 0.02271], [4.41744, 2.49281, 0.15597], [-1.08239, -5.31127, 3.51645], [-0.10589, 6.21832, -1.92679], [-1.18409, -0.14868, 1.14148], [2.67709, 5.96731, -5.66993], [4.28307, 6.45294, -6.15403], [-2.79113, -6.08103, 4.42496], [-5.65012, -1.79796, 3.73127], [-3.18582, -4.78699, 4.61417], [-0.97325, 6.58040, 3.11296], [4.26455, -1.77660, 0.48617], [0.43877, -3.36009, 4.55553], [0.03511, -2.55639, 4.09560], [4.36406, 3.35104, -1.35904], [0.33422, 2.47767, 1.43307], [0.54315, 5.05110, 4.06835], [3.64162, 5.58524, -6.02966], [-2.05694, -2.30520, 1.33720], [2.95071, 3.95846, -0.03660], [-1.09010, 7.56181, 2.92011], [3.36915, 5.12967, -6.98722], [1.22890, -0.43206, 2.48990], [2.75036, 4.35462, -3.80585], [-0.43567, -2.78331, -6.18774], [-0.10255, -2.51785, 3.09911], [2.20768, -0.79809, -3.16343], [-4.93935, 0.17774, 2.80377], [-0.86035, -1.55028, 1.16996], [3.03379, 1.68337, -3.13262], [2.36064, 1.11292, -3.76939], [0.96149, -3.25641, 0.26401], [0.11953, 0.63081, 0.96947], [1.89021, 1.20980, 2.18343], [2.67190, 4.91074, -0.97858], [-0.57405, -1.86632, 5.13435], [0.39296, -5.84327, 0.97443], [-4.92313, -2.51082, 3.32298], [1.68549, -3.83552, 0.84391], [-0.01185, 4.84335, -0.53866], [-6.00468, -0.77191, 2.83224], [4.08932, 3.28583, -0.36422], [1.51226, -1.55541, -2.80483], [0.60096, 2.24674, -0.06348], [0.73886, 6.96085, -1.43372], [1.21567, 4.32933, 2.54595], [-2.53383, -4.03162, 4.52931], [0.25658, -6.80423, 0.67911], [-4.08734, -4.57924, 5.00796], [-1.05549, -7.00224, 3.99043], [-4.24179, 2.40756, 1.76430], [-2.80762, -2.11169, 0.56552], [0.58875, 6.60196, 1.47912], [-2.11387, -0.61859, 5.47719], [-3.93749, -0.25399, 2.70408], [1.91483, -6.62714, -1.28736], [3.03392, -3.49156, 0.49569], [-5.33575, 0.81629, 0.73318], [0.63516, 4.96526, 3.07037], [1.54092, -3.70297, 1.91836], [0.62393, -5.37821, -1.55828], [5.70508, 2.35903, -2.81501], [2.59191, 3.39009, -5.32412], [0.41454, 1.03392, 3.07258], [3.08455, -1.75522, 1.73566], [2.16766, 3.61062, 0.84891], [-6.80874, 2.39641, 1.24305], [-5.15683, -1.41441, 4.63257], [3.99385, 2.58587, -3.88717], [5.02390, 3.10154, -2.97379]],
  "forces_ev_per_a": [[0.1, -0.5, 0.2], [0.6, -0.6, 0.6], [-0.3, 0.1, 0.4], [1.0, 0.5, 0.0], [0.1, -0.1, 0.3], [1.1, -0.1, -0.2], [-0.1, 0.3, 0.1], [0.1, 0.0, 0.0], [-0.1, 0.1, -0.1], [0.5, -0.6, 0.0], [0.9, 0.5, -2.8], [-0.3, -0.5, -0.1], [-0.3, -0.1, 0.2], [0.3, -0.1, -0.3], [0.3, -1.3, 0.0], [-0.1, 0.1, 0.2], [-0.1, 0.1, 0.1], [-0.1, 0.5, -0.1], [0.4, 0.4, 0.1], [0.4, 0.6, 0.3], [-0.5, 2.1, -0.1], [0.7, -0.4, 0.2], [-0.6, 0.5, -0.1], [-0.2, 0.3, 0.0], [-1.4, 0.8, -0.7], [-0.6, -0.5, 0.4], [-0.1, -0.3, -0.1], [0.5, -0.1, -0.1], [0.7, 0.3, 0.3], [0.0, 0.8, -0.2], [-0.2, 0.1, 0.2], [-0.6, 0.0, -0.5], [0.2, 0.3, 0.0], [0.4, -0.4, 0.2], [-0.7, -0.1, 1.2], [-0.2, 0.2, 0.0], [-0.4, -0.4, -0.2], [-0.2, 0.0, -0.1], [-0.1, 0.1, -0.6], [-0.3, -0.7, -0.4], [-0.3, 0.1, 0.0], [-0.5, 0.9, 0.8], [-0.5, 1.2, 0.1], [-0.3, 0.7, 0.3], [-0.4, 0.2, -0.3], [0.3, -0.5, 0.0], [0.4, 0.3, 0.3], [0.7, -0.4, 0.7], [0.5, 0.1, 0.0], [0.1, -0.1, 0.3], [-0.3, 0.1, -0.5], [-0.5, -0.3, -0.2], [1.2, 1.3, 0.8], [-0.1, 0.4, -0.3], [0.0, -0.2, 0.0], [0.1, 0.7, 0.2], [-0.4, 0.1, 0.3], [0.1, 0.0, -0.1], [-0.2, 0.5, -0.4], [0.8, 0.0, -1.1], [0.1, 0.1, 0.4], [0.3, -0.3, -0.1], [1.1, -0.5, 0.3], [-0.5, -0.2, 0.2], [-1.4, 0.0, 0.0], [0.1, 0.7, 0.1], [0.0, -0.4, -0.4], [0.4, -0.1, -0.8], [0.6, -0.3, 1.2], [0.4, -0.1, 0.7], [-0.5, 0.9, -0.1], [0.5, -1.1, 0.1], [-1.2, 0.1, -0.1], [-0.4, -1.0, -0.6], [-0.7, -0.7, -1.3], [-0.6, -0.2, 0.3], [0.4, -0.1, -0.2], [0.1, 0.1, 0.2], [-0.4, -0.3, 0.0], [-0.1, -0.1, -0.3], [-0.2, 0.4, 0.0], [-0.2, 0.1, 0.3], [-0.4, 0.6, 0.0], [-1.3, 0.3, 0.5], [0.0, -0.4, 0.5], [0.0, 0.3, -0.2], [-0.1, 0.3, 0.2], [0.7, 0.3, 1.4], [0.1, -0.1, -0.4], [0.0, -0.5, 0.6], [-0.6, -1.8, -0.5], [-0.5, -0.4, 0.1], [-0.3, -0.1, -0.4], [1.5, -1.2, -1.8], [-0.8, -0.7, 0.2], [1.5, 0.2, 0.0], [0.4, 0.3, -0.1], [0.3, 0.0, -1.2], [-0.3, 0.4, -0.2], [-0.4, -0.9, -0.5], [0.5, 0.3, 0.1], [0.2, 0.0, 0.1], [-0.1, 0.0, 0.0], [0.1, -0.2, 0.0], [0.1, 0.2, -0.3], [0.6, -1.0, -0.4], [0.1, 0.4, -0.2], [-0.5, -0.5, 1.0], [0.1, 0.3, -0.2], [-0.2, -0.5, -0.5], [-0.5, -0.2, 0.1], [0.1, 1.4, 0.8], [0.7, -0.6, 0.1], [-0.7, -0.1, 1.0], [-0.2, -0.2, 0.1], [0.0, -0.1, 0.1], [-0.4, -0.3, 0.4], [-0.1, -0.1, 0.1], [-0.1, -0.1, 0.1], [-0.4, -0.2, 0.1], [0.3, 0.5, 0.6], [-0.4, -0.1, 0.0], [-0.3, 0.2, 0.1], [0.5, 0.5, -0.6], [1.0, 0.1, -0.3]],
  "mulliken_charge": [0.225, -0.809, -0.529, -1.723, 0.415, -0.365, 0.172, 0.167, 0.307, -0.432, 0.585, 0.328, 0.206, 0.428, -0.289, 0.221, 0.061, 0.258, -0.024, 0.012, 0.814, -0.713, 0.227, 0.350, 0.379, -1.745, 0.255, 0.390, 0.003, -0.681, 0.381, -0.555, 0.313, 0.356, 0.311, 0.312, 0.249, -0.472, 0.133, -0.385, 0.282, -1.485, -0.652, -0.142, 0.262, -0.302, -0.448, 0.241, 0.212, 0.340, -0.055, 0.413, -0.277, 0.015, 0.184, -0.079, 0.257, 0.229, 0.793, -0.534, 0.253, 0.282, 0.463, -0.706, -0.190, -0.431, 0.311, 0.199, -0.017, 0.031, 0.029, 0.199, -0.753, -0.820, 0.173, 0.242, 0.313, 0.081, -0.028, 0.334, -0.125, -0.085, -0.212, 0.492, -1.382, 0.582, 0.022, 1.660, 0.449, -0.026, 0.288, -0.612, 0.216, -0.142, 0.035, -0.403, -0.310, -0.253, 0.018, -0.630, 0.228, 0.116, 0.232, 0.169, 0.180, -1.309, 0.436, -0.630, 0.192, 0.030, 0.436, -0.483, 0.283, -0.284, 0.552, 0.462, 0.244, 0.418, 0.540, 0.289, -0.375, 0.245, 0.310, 0.492, -0.711]
}

---

No. 2
{
  "formula": "C21H43BO2P2Re",
  "method": "wB97M-V/def2-TZVPD",
  "homo_lumo_gap_ev": [6.30, 6.79],
  "total_charge": 2,
  "total_energy_ha": -1761.51507,
  "homo_energy_ha": [-0.516, -0.548],
  "s2": 3.795,
  "multiplicity": 4,
  "species": ["H", "C", "H", "H", "Re", "H", "H", "C", "H", "C", "C", "H", "C", "H", "C", "H", "H", "C", "H", "O", "H", "H", "C", "H", "H", "H", "C", "H", "C", "H", "H", "H", "H", "H", "C", "H", "C", "H", "C", "C", "H", "H", "C", "H", "H", "H", "H", "O", "C", "C", "H", "H", "C", "H", "H", "B", "P", "H", "C", "H", "H", "H", "P", "H", "C", "H", "H", "H", "C", "H"],
  "coordinates": [[1.81918, 2.21777, -4.50551], [-1.41849, 3.02795, 2.17900], [-2.21017, -1.21521, -4.29242], [1.65753, -1.02708, -3.60956], [0.47462, 0.33564, -2.34903], [-1.64478, 1.21483, 4.15004], [-0.36567, -3.65840, -3.25001], [-2.09284, 2.86503, -1.11566], [-2.46301, -3.43246, -1.52316], [2.09786, 0.96680, -6.28167], [0.90772, 0.05217, 2.80624], [0.88088, 2.43097, 4.21297], [1.30725, -0.74949, -4.63517], [-0.80478, 3.65573, 1.53402], [0.69582, 3.88158, -1.32385], [0.25024, -0.36410, -7.31031], [-1.57850, -2.95419, -0.02473], [1.27757, 2.44963, 3.19624], [1.80405, 0.93919, -7.34252], [-1.16495, 0.96269, 0.86943], [-1.89079, 1.38138, -3.52637], [-0.98507, 1.59103, -7.31145], [-2.13224, -2.58174, -0.90385], [-2.36727, 3.78571, -1.64351], [2.33819, 2.20314, 3.22247], [-0.54160, -1.83438, -4.82103], [0.06151, -0.98658, -5.16231], [-2.73850, 2.04260, -1.44085], [-0.96320, 1.15968, -6.28892], [-3.17871, -0.85920, -2.95256], [3.34550, -0.41068, -5.16210], [-2.45112, 3.09473, 1.84783], [-2.27485, 3.03346, -0.04330], [-1.33930, 3.41487, 3.19154], [0.06752, -3.10010, -2.40456], [0.84730, 4.19767, -0.28410], [-1.81587, 0.82306, 3.14888], [1.19652, 3.44487, 2.75876], [-0.45319, -0.31433, -6.45016], [-2.13734, -0.83096, -3.26825], [2.23413, 0.05077, -0.26642], [1.67923, 3.62248, -1.74087], [-1.38381, 0.47710, -3.24159], [3.08326, 1.42602, -6.30948], [2.27048, -1.41010, -1.25353], [0.57411, -0.02335, 3.83587], [-0.45168, 0.46270, -3.94198], [1.08144, 1.68185, 0.97802], [-0.06631, 1.91843, -5.37140], [1.60855, -0.68398, -0.78242], [1.12923, -2.86387, -2.58438], [1.08272, -1.21907, 0.01576], [1.25001, 1.72962, -5.30374], [-0.54387, 2.71018, -4.81225], [-2.87461, 0.94820, 2.92107], [-0.01326, 1.31166, 0.15796], [-0.94683, -1.63574, -1.97166], [-1.32298, -0.90808, -6.80436], [-0.96303, 1.57710, 2.15131], [0.40777, -0.72282, 2.23436], [0.01811, -3.69946, -1.48222], [2.40210, -1.20550, -6.47518], [-0.34214, 2.37073, -1.52989], [-1.63299, -0.25441, 3.19020], [0.58902, 1.45365, 2.30074], [0.27785, 4.71998, -1.89464], [-2.99685, -1.96899, -0.58362], [-2.01782, 1.16106, -5.94640], [2.36976, -0.43612, -5.67131], [1.97366, -0.14213, 2.80643]],
  "forces_ev_per_a": [[-0.2, 0.3, -0.3], [0.2, -0.1, -0.5], [0.3, -0.2, 0.3], [-0.1, -1.0, -0.7], [-0.2, -0.3, 1.6], [0.0, 0.0, 0.1], [0.2, 0.0, 0.4], [-0.1, -0.2, -0.6], [0.1, 0.4, 0.2], [1.1, -0.4, 0.3], [0.2, 0.0, -0.2], [0.0, 0.1, -0.1], [-0.3, -1.0, -1.4], [0.1, 0.1, -0.1], [0.4, -0.2, -0.3], [-0.2, 0.0, 0.9], [-0.4, 0.1, -0.3], [0.0, 0.4, -0.2], [-0.5, 0.1, 0.7], [1.2, 0.2, -2.1], [-0.5, 0.3, 0.4], [0.0, -0.1, 0.5], [0.0, 0.9, 0.7], [0.1, -0.2, -0.1], [0.0, 0.0, 0.1], [0.0, 0.9, 0.5], [1.0, -0.8, -0.7], [0.0, 0.3, 0.1], [0.1, -0.4, -0.5], [0.1, 0.5, 0.6], [-0.2, -0.2, -0.3], [-0.2, 0.1, 0.2], [0.6, -0.2, -0.6], [-0.1, 0.0, 0.0], [0.1, -0.2, -0.2], [-0.3, -0.3, -0.2], [0.0, -0.5, 0.4], [-0.1, 0.1, 0.3], [-0.5, -1.4, -0.6], [0.7, -0.5, 0.3], [0.0, 0.1, -0.2], [-0.2, 0.3, 0.1], [-0.2, -0.3, -0.1], [0.0, 0.4, -0.1], [0.0, -0.1, -0.3], [0.0, -0.1, 0.1], [-1.5, 0.1, -0.6], [-1.8, -0.9, -2.3], [-0.1, 0.8, -0.7], [-0.2, 0.4, 0.0], [-0.6, -0.1, -0.1], [0.0, 0.1, -0.2], [0.4, 1.1, -0.4], [0.1, -0.1, 0.6], [0.0, 0.2, -0.1], [0.2, 1.4, 1.9], [-1.3, -1.2, -1.2], [0.5, 0.2, 0.3], [0.2, 0.0, 1.5], [-0.1, -0.1, -0.1], [0.1, -0.1, -0.5], [-0.1, 0.3, 0.8], [0.2, 1.4, 1.6], [0.1, 0.2, -0.2], [-0.4, -0.6, 1.8], [0.0, -0.3, 0.0], [0.5, -0.4, -0.1], [0.6, 0.1, 0.0], [0.6, 0.8, 0.3], [0.2, 0.0, -0.1]],
  "mulliken_charge": [0.478, -2.080, 0.540, 0.624, 1.303, 0.373, 0.454, -1.016, 0.471, -1.042, -1.796, 0.347, -0.509, 0.311, -1.106, 0.460, 0.462, -1.814, 0.361, -0.504, 1.173, 0.392, -1.387, 0.520, 0.484, 1.283, -0.753, 0.285, -0.682, 0.538, 0.449, 0.560, 0.069, 0.441, -1.403, 0.290, -1.953, 0.360, -1.335, -1.380, 0.513, 0.339, -0.454, 0.458, 0.527, 0.448, -1.038, -0.716, -0.238, -1.752, 0.279, 0.467, -0.250, 0.730, 0.516, 0.588, 0.878, 0.488, 1.487, 0.212, 0.505, 0.248, 0.946, 0.379, 1.652, 0.503, 0.373, 0.362, -1.156, 0.439]
}

---

No. 3
{
  "formula": "C4H8ClN",
  "method": "wB97M-V/def2-TZVPD",
  "homo_lumo_gap_ev": 9.91,
  "smiles": "C=C(Cl)CNC",
  "total_energy_ha": -672.10363,
  "homo_energy_ha": -0.328,
  "species": ["H", "H", "H", "C", "C", "H", "Cl", "H", "H", "H", "C", "C", "H", "N"],
  "coordinates": [[3.12491, -0.21968, 1.28757], [-0.95632, -1.87614, 0.68685], [1.14162, -1.31350, 0.98260], [-0.63460, -0.24710, -0.43230], [-1.26573, -1.38692, -0.19522], [1.05107, 0.87104, -0.11437], [-1.01970, 0.75916, -1.72960], [-0.21730, 1.24799, 1.14081], [2.40126, -0.57409, 2.80723], [-1.98891, -1.77319, -0.93728], [2.25136, -0.02869, 1.93207], [0.27900, 0.44044, 0.58241], [2.29822, 1.04215, 2.11397], [0.95717, -0.42523, 1.44485]],
  "forces_ev_per_a": [[-0.4, -0.1, -0.4], [-0.2, -0.9, 0.8], [-0.6, 0.1, 0.0], [-0.6, 0.1, 2.3], [-0.1, 0.5, -1.7], [-0.6, 0.6, 0.5], [-0.3, 0.7, -1.2], [-0.1, -0.2, -0.4], [0.6, -0.6, 1.7], [0.5, 0.0, 0.8], [0.4, 1.3, -0.9], [1.1, 1.0, -2.7], [-0.2, 0.1, 0.4], [0.3, -2.5, 0.8]],
  "mulliken_charge": [0.309, 0.379, 0.214, 0.336, -0.862, 0.318, -0.199, 0.291, 0.351, 0.271, -0.973, -0.397, 0.345, -0.383]
}

---

No. 4
{
  "formula": "CH5N3S",
  "method": "wB97M-V/def2-TZVPD",
  "homo_lumo_gap_ev": 8.81,
  "smiles": "NN/N=C/S",
  "total_energy_ha": -603.44780,
  "homo_energy_ha": -0.283,
  "species": ["H", "N", "H", "H", "N", "C", "H", "N", "S", "H"],
  "coordinates": [[-1.52683, 0.78117, -1.48464], [-1.01063, -0.15127, 0.01662], [-2.50325, 1.18336, -0.20162], [3.02258, 0.87102, 0.02891], [-2.05232, 0.41592, -0.69512], [1.18440, -0.64446, 0.44471], [-1.22868, -0.67283, 0.84141], [0.26489, -0.00140, -0.19051], [2.91222, -0.41696, 0.10785], [0.93762, -1.36456, 1.13239]],
  "forces_ev_per_a": [[-0.7, 0.3, -0.4], [0.4, -1.8, 2.6], [0.5, 0.2, 0.1], [-0.3, 1.3, 0.0], [0.5, 0.2, -1.1], [-0.6, 2.4, -2.1], [-0.8, -0.4, 0.2], [1.5, 1.2, -1.2], [-0.1, -1.7, 0.1], [-0.4, -1.8, 1.9]],
  "mulliken_charge": [0.297, 0.257, 0.226, 0.118, -0.595, -0.203, 0.192, -0.435, -0.228, 0.372]
}